# 1
{"formula": "CH4N2OTl", "method": "the ωB97M-V functional and the def2-TZVPD basis", "elements": ["Tl", "C", "O", "N", "N", "H", "H", "H", "H"], "coordinates": [[-2.7968, -2.5128, -2.1264], [-0.0152, 0.0086, 0.0161], [-0.8545, -0.7242, -0.5291], [0.0513, 1.3639, -0.2000], [0.9488, -0.4557, 0.8404], [-0.7964, 1.7511, -0.6527], [0.7845, 1.9235, 0.2671], [0.9501, -1.4499, 1.1397], [1.7282, 0.0954, 1.2450]], "nbo_charge": [1.00, 0.65, -0.20, -0.25, -0.26, 0.52, 0.51, 0.52, 0.51], "e_above_lowest_kj_mol": 39.4, "orbital_gap_ev": 2.33, "charge": 3}



# 2
{"formula": "C3H11N3O", "method": "the ωB97M-V functional and the def2-TZVPD basis", "elements": ["C", "N", "C", "C", "N", "O", "N", "H", "H", "H", "H", "H", "H", "H", "H", "H", "H", "H"], "coordinates": [[0.4667, 1.6696, -0.6824], [0.3322, 0.2755, -0.9829], [1.0384, -0.6781, 0.0611], [0.3252, -0.8303, 1.4029], [-0.0760, 0.4853, 1.9391], [-1.0557, -0.0458, -1.0238], [-1.3248, -0.8218, -2.1765], [1.4613, 1.9916, -0.9892], [0.2704, 1.7649, 0.4833], [-0.2856, 2.2340, -1.2335], [2.0081, -0.1993, 0.2057], [1.1771, -1.6560, -0.4066], [-0.5455, -1.4885, 1.2805], [1.0133, -1.2846, 2.1224], [-0.2870, 0.4026, 2.9259], [-0.9573, 0.7529, 1.5077], [-1.2412, -1.8390, -2.0679], [-2.3195, -0.7331, -2.3658]], "nbo_charge": [-0.47, -0.16, -0.24, -0.24, -0.84, -0.31, -0.52, 0.21, 0.21, 0.21, 0.20, 0.20, 0.18, 0.20, 0.36, 0.36, 0.32, 0.34], "e_above_lowest_kj_mol": 479.2, "smiles": "CN(CCN)ON", "orbital_gap_ev": 9.15}



# 3
{"formula": "C7H11P", "method": "the ωB97M-V functional and the def2-TZVPD basis", "elements": ["C", "P", "C", "C", "C", "C", "C", "C", "H", "H", "H", "H", "H", "H", "H", "H", "H", "H", "H"], "coordinates": [[1.7939, 0.3105, 1.3181], [0.4106, -0.2187, 0.0559], [1.4107, -0.4800, -1.4026], [-1.3922, -1.5919, 0.3391], [-2.4692, -0.7937, 0.5824], [-2.6823, 0.5388, 0.1770], [-1.7239, 1.4366, -0.1022], [-0.3902, 1.2561, -0.3064], [1.2483, 0.6060, 2.3046], [2.4655, -0.4463, 1.4552], [2.3294, 1.1634, 0.8976], [1.4147, 0.5823, -1.8644], [2.3813, -0.7779, -1.1075], [1.0806, -1.1528, -2.1714], [-1.0904, -2.5989, 0.6958], [-3.3502, -1.3002, 0.6305], [-3.7439, 1.0317, 0.2863], [-2.0696, 2.4694, -0.4475], [0.2474, 2.0631, -0.7235]], "nbo_charge": [-0.90, 1.27, -0.97, -0.36, -0.23, -0.39, -0.12, -0.79, 0.24, 0.21, 0.23, 0.25, 0.23, 0.26, 0.22, 0.22, 0.21, 0.21, 0.22], "e_above_lowest_kj_mol": 238.2, "smiles": "CP1(C)=CC=CC=C1", "orbital_gap_ev": 7.08}



# 4
{"formula": "C5H10N2O2", "method": "the ωB97M-V functional and the def2-TZVPD basis", "elements": ["C", "C", "C", "C", "O", "O", "C", "N", "N", "H", "H", "H", "H", "H", "H", "H", "H", "H", "H"], "coordinates": [[0.1427, -1.3810, 1.1543], [-0.3079, -0.2856, 0.2359], [-1.6622, -0.4319, -0.4252], [-0.4236, -0.4594, -1.2511], [0.0554, -1.6725, -1.7979], [0.3175, 0.7381, -1.4609], [0.5198, 0.9223, -0.0045], [-0.0439, 2.1398, 0.4676], [1.8872, 0.8899, 0.3570], [-0.0200, -2.3692, 0.7105], [1.2041, -1.3216, 1.4087], [-0.4314, -1.3441, 2.0855], [-2.2031, -1.3574, -0.2734], [-2.3018, 0.4402, -0.4924], [-0.6468, -2.1985, -2.2111], [0.4519, 2.9402, 0.0861], [-0.9990, 2.2494, 0.1391], [2.0309, 0.8819, 1.3610], [2.4301, 1.6195, -0.0890]], "nbo_charge": [-0.61, -0.15, -0.44, 0.50, -0.70, -0.52, 0.55, -0.83, -0.85, 0.22, 0.22, 0.20, 0.24, 0.21, 0.48, 0.36, 0.36, 0.38, 0.38], "e_above_lowest_kj_mol": 328.1, "smiles": "C[C@]12C[C@@]1(O)OC2(N)N", "orbital_gap_ev": 9.44}



# 5
{"formula": "C2H4OS", "method": "the ωB97M-V functional and the def2-TZVPD basis", "elements": ["C", "C", "O", "S", "H", "H", "H", "H"], "coordinates": [[1.0758, 0.1324, -0.6466], [-0.3805, 0.0317, -0.6319], [0.2105, -1.1584, -0.7951], [-1.1443, 0.5031, 2.1247], [1.7610, 0.5428, -1.4339], [1.5606, 0.2040, 0.2981], [-1.2819, 0.3530, -1.2567], [-1.8012, -0.6085, 2.3413]], "nbo_charge": [-0.16, 0.21, -0.43, -0.39, 0.21, 0.22, 0.23, 0.10], "e_above_lowest_kj_mol": 442.8, "orbital_gap_ev": [8.52, 7.18]}



# 6
{"formula": "C9H14O", "method": "the ωB97M-V functional and the def2-TZVPD basis", "elements": ["C", "C", "C", "C", "C", "O", "C", "C", "H", "H", "H", "H", "H", "H", "H", "H", "C", "C", "H", "H", "H", "H", "H", "H"], "coordinates": [[-1.2183, -0.1873, -3.5401], [-1.1716, 0.4053, -2.1640], [-0.0497, 0.3994, -1.3659], [-0.0312, 0.9448, -0.0791], [-1.2396, 1.3048, 0.4937], [-1.3901, 1.5796, 1.8256], [-2.3758, 1.3840, -0.3137], [-2.3585, 0.9139, -1.6025], [-2.1548, -0.6898, -3.7554], [-0.4128, -0.8928, -3.7211], [-1.0600, 0.5786, -4.3019], [0.8796, -0.0130, -1.7352], [0.8819, 0.9969, 0.4915], [-0.5425, 1.8483, 2.2232], [-3.2712, 1.7301, 0.1658], [-3.2103, 0.9283, -2.2567], [1.9006, -1.9647, 2.6636], [2.8230, -0.8273, 2.2213], [2.3109, -2.9606, 2.5964], [1.5750, -1.8715, 3.7053], [0.9670, -2.0051, 2.0908], [3.0411, -0.1766, 3.0715], [3.7618, -1.1979, 1.8307], [2.3455, -0.2275, 1.4562]], "nbo_charge": [-0.63, -0.04, -0.19, -0.28, 0.29, -0.67, -0.25, -0.19, 0.22, 0.22, 0.22, 0.21, 0.21, 0.48, 0.22, 0.21, -0.62, -0.61, 0.21, 0.20, 0.21, 0.20, 0.21, 0.20], "e_above_lowest_kj_mol": 37.7, "smiles": "Cc1ccc(O)cc1.CC", "orbital_gap_ev": 9.22}



# 7
{"formula": "C4H4OS3", "method": "the ωB97M-V functional and the def2-TZVPD basis", "elements": ["O", "C", "S", "C", "C", "S", "C", "S", "H", "H", "H", "H"], "coordinates": [[-0.7422, 1.2884, -1.9354], [-0.5037, 1.3383, -0.6654], [-0.7893, 2.6693, 0.4166], [0.0053, 0.1586, -0.1410], [0.6245, 0.0236, 1.0623], [1.0619, -1.5748, 1.5863], [0.2717, -2.3908, 0.2557], [-0.0473, -1.2387, -1.2090], [-0.9476, 2.2259, -2.3128], [0.8649, 0.9870, 1.5703], [-0.7830, -2.6456, 0.5807], [0.8127, -3.3468, -0.1263]], "nbo_charge": [-0.64, 0.29, -0.24, -0.37, -0.27, 0.37, -0.72, 0.28, 0.52, 0.28, 0.23, 0.26], "e_above_lowest_kj_mol": 83.3, "smiles": "OC(=S)C1=CSCS1", "orbital_gap_ev": 7.19}



# 8
{"formula": "C12H23ClIrN3O5Sb", "method": "the ωB97M-V functional and the def2-TZVPD basis", "elements": ["Ir", "O", "Cl", "O", "O", "O", "C", "C", "Sb", "C", "C", "C", "C", "H", "H", "H", "H", "H", "H", "H", "H", "H", "H", "H", "H", "H", "H", "H", "N", "C", "N", "C", "N", "C", "C", "C", "O", "C", "H", "H", "H", "H", "H", "H", "H", "H"], "coordinates": [[1.9644, 2.6146, 1.1080], [2.2389, 0.2687, -1.3667], [2.1053, 1.6812, -1.5447], [2.1487, 2.0539, -2.8911], [0.8449, 2.1417, -0.8950], [3.1270, 2.3832, -0.6788], [-2.9121, -2.5235, -0.7831], [-1.4835, -2.8465, -1.1851], [-0.2730, -1.0607, -1.5853], [-1.3449, 0.0781, -3.0630], [-1.8353, -0.8492, -4.1698], [1.0907, -2.0677, -2.9138], [2.2645, -2.7417, -2.2078], [-3.4566, -3.4595, -0.6401], [-3.4437, -1.9691, -1.5562], [-2.9726, -1.9760, 0.1573], [-1.4044, -3.3366, -2.1562], [-0.9282, -3.3923, -0.4258], [-0.6473, 0.8362, -3.4180], [-2.1594, 0.5785, -2.5416], [-1.0172, -1.3151, -4.7161], [-2.3986, -0.2485, -4.8866], [-2.5097, -1.6234, -3.8037], [1.4083, -1.2659, -3.5793], [0.4308, -2.7744, -3.4157], [2.8327, -2.0419, -1.6001], [2.9607, -3.1190, -2.9584], [1.9540, -3.5974, -1.6090], [1.7663, 4.8543, 7.3739], [1.7562, 4.3355, 6.3483], [1.7147, 3.7209, 5.1978], [1.7800, 3.4689, 4.0473], [1.8072, 3.1453, 2.8702], [-0.5631, -0.1358, 3.1222], [-1.2221, 1.2468, 3.0833], [-0.7952, 1.7769, 1.7299], [0.5191, 1.1297, 1.4419], [0.7907, 0.1378, 2.5080], [-1.1271, -0.8438, 2.5127], [-0.4705, -0.5357, 4.1293], [-0.8251, 1.8713, 3.8851], [-2.3050, 1.2108, 3.1740], [-0.6819, 2.8560, 1.6899], [-1.4751, 1.4787, 0.9325], [1.4728, 0.5739, 3.2353], [1.2735, -0.7191, 2.0445]], "mulliken_spin": [0.00, 0.01, 0.01, 0.00, 0.01, 0.00, 0.01, 0.13, 0.59, 0.09, 0.02, 0.04, 0.01, 0.01, 0.00, 0.00, 0.02, 0.00, 0.00, 0.00, 0.00, 0.02, 0.00, 0.00, 0.01, 0.00, 0.00, 0.00, 0.01, 0.00, 0.01, 0.00, 0.01, 0.01, -0.01, 0.03, -0.03, 0.01, 0.01, 0.00, 0.00, 0.00, 0.00, -0.01, 0.00, 0.00], "e_above_lowest_kj_mol": 188.1, "spin_multiplicity": 2, "orbital_gap_ev": [5.65, 6.01], "charge": 2}



# 9
{"formula": "C2H4FN2O", "method": "the ωB97M-V functional and the def2-TZVPD basis", "elements": ["N", "C", "N", "O", "C", "F", "H", "H", "H", "H"], "coordinates": [[-1.1928, 1.0957, 1.5242], [-0.3293, 1.1792, 0.7661], [0.7213, 0.9622, 0.0324], [1.0703, -0.3268, 0.1421], [0.5276, -1.2185, -0.8514], [-0.7830, -0.9859, -0.5159], [-2.1099, 1.1149, 2.1315], [0.7122, 1.3088, -0.7772], [0.6472, -0.8694, -1.8724], [0.7364, -2.2603, -0.5795]], "nbo_charge": [-0.44, 0.75, -0.27, -0.33, 0.31, -0.37, 0.54, 0.39, 0.18, 0.23], "e_above_lowest_kj_mol": 86.7, "smiles": "[NH+]#CNOCF", "orbital_gap_ev": 10.98, "charge": 1}



# 10
{"formula": "C8H14ClINO8S2", "method": "the ωB97M-V functional and the def2-TZVPD basis", "elements": ["Cl", "C", "I", "C", "C", "C", "N", "H", "H", "H", "H", "H", "H", "C", "C", "O", "S", "O", "O", "O", "H", "H", "H", "H", "C", "C", "O", "S", "O", "O", "O", "H", "H", "H", "H"], "coordinates": [[-0.8587, 1.4945, 5.6970], [-1.3718, 2.1132, 4.1270], [0.0406, 1.6580, 2.5934], [-2.8263, 1.7466, 3.7787], [-3.6546, 2.9753, 4.1878], [-2.6439, 4.0506, 4.2670], [-1.4519, 3.5910, 4.2531], [-2.9059, 1.5734, 2.7092], [-3.1254, 0.8461, 4.3033], [-4.4975, 3.2080, 3.5410], [-4.0569, 2.8898, 5.2073], [-2.8224, 5.1170, 4.3669], [-0.6134, 4.1492, 4.3721], [3.1842, 0.2285, -1.8563], [3.3459, 1.0913, -0.6178], [2.0148, 1.1067, -0.0499], [1.2936, -0.2945, -0.3086], [1.4073, -1.1156, 0.8454], [0.0115, -0.0283, -0.8579], [2.2915, -0.8204, -1.4150], [2.7166, 0.7653, -2.6807], [4.1056, -0.2444, -2.1810], [3.6194, 2.1184, -0.8379], [4.0357, 0.6531, 0.1030], [-0.7329, -3.5926, -3.3564], [0.7190, -3.5026, -2.9248], [1.4333, -3.9935, -4.0678], [0.7027, -3.5224, -5.4063], [1.2755, -2.3123, -5.8792], [0.5780, -4.6470, -6.2574], [-0.6969, -3.1642, -4.7276], [-1.1139, -4.6128, -3.3042], [-1.3863, -2.9124, -2.8171], [0.9631, -4.1391, -2.0791], [1.0203, -2.4739, -2.7272]], "nbo_charge": [0.06, -0.06, 0.29, -0.47, -0.49, 0.32, -0.47, 0.26, 0.27, 0.28, 0.28, 0.26, 0.46, -0.10, -0.10, -0.71, 2.55, -0.90, -0.90, -0.69, 0.21, 0.23, 0.22, 0.20, -0.10, -0.11, -0.69, 2.55, -0.91, -0.89, -0.69, 0.20, 0.21, 0.22, 0.20], "orbital_gap_ev": 7.78, "charge": 1}